This record from OMol25 describes C4HFO3 in the gas phase. The level of theory is ωB97M-V/def2-TZVPD.

CARTESIAN COORDINATES (ANGSTROEM)
O1 2.476 0.569 -0.016
C1 1.346 0.225 -0.014
O2 0.977 -1.130 0.004
C2 -0.398 -1.161 0.038
C3 -1.031 0.028 0.074
F1 -2.350 0.260 -0.043
C4 -0.011 1.060 0.042
O3 -0.119 2.235 0.006
H1 -0.891 -2.086 -0.091

## Properties
LUMO level: -1.317 eV
Spin multiplicity: 1
Maximum force: 1.427 eV/Å
Structure (SMILES): O=C1OC=C(F)C1=O
Energy: -478.56551 a.u.
HOMO energy: -10.53 eV
Kohn-Sham gap: 9.21 eV
Molecular weight: 116.047 g mol⁻¹



This record from OMol25 describes a molecular structure, C50H34N12NbO2S. The level of theory is ωB97M-V/def2-TZVPD.

CARTESIAN COORDINATES (ANGSTROEM)
Nb1 -0.151 -0.411 -0.058
C1 5.728 -3.365 -2.073
C2 6.294 -2.043 -1.916
C3 5.515 -0.993 -1.517
C4 4.134 -1.273 -1.168
C5 3.098 -0.309 -1.028
N1 3.444 0.978 -0.881
C6 2.525 1.933 -0.584
C7 2.836 3.347 -0.477
C8 4.032 4.053 -0.467
C9 3.972 5.442 -0.272
C10 2.731 6.115 -0.118
C11 1.520 5.407 -0.249
C12 1.627 4.018 -0.415
C13 0.608 2.985 -0.817
N2 -0.589 3.238 -1.285
C14 -1.395 2.314 -1.804
N3 -1.320 0.950 -1.831
C15 -2.338 0.516 -2.673
N4 -2.644 -0.728 -3.013
C16 -1.957 -1.807 -2.604
N5 -0.643 -1.648 -2.021
C17 -0.048 -2.868 -2.143
N6 1.277 -3.104 -2.110
C18 2.105 -2.261 -1.487
N7 1.845 -0.926 -1.083
C19 3.540 -2.521 -1.453
C20 4.305 -3.572 -1.945
C21 -0.975 -3.833 -2.668
C22 -0.707 -5.151 -3.000
C23 -1.730 -5.840 -3.687
C24 -2.872 -5.160 -4.122
C25 -3.153 -3.882 -3.701
C26 -2.187 -3.169 -2.946
C27 -3.064 1.660 -3.270
C28 -4.203 1.741 -4.081
C29 -4.649 3.021 -4.428
C30 -3.984 4.155 -3.911
C31 -2.871 4.075 -3.079
C32 -2.483 2.802 -2.681
N8 1.145 1.764 -0.538
H1 6.455 -4.142 -2.376
H2 7.386 -1.927 -2.159
H3 5.799 0.065 -1.617
H4 4.997 3.555 -0.480
H5 4.910 6.035 -0.234
H6 2.802 7.164 0.277
H7 0.533 5.846 -0.171
H8 3.960 -4.596 -2.049
H9 0.199 -5.573 -2.629
H10 -1.528 -6.876 -3.984
H11 -3.602 -5.661 -4.743
H12 -4.096 -3.429 -3.954
H13 -4.782 0.826 -4.397
H14 -5.455 3.154 -5.144
H15 -4.377 5.112 -4.288
H16 -2.429 4.964 -2.702
O1 -1.961 -1.013 0.136
C33 -3.194 -0.423 0.288
C34 -4.332 -1.065 -0.234
C35 -5.523 -0.330 -0.285
C36 -5.623 0.967 0.272
C37 -4.522 1.566 0.786
C38 -3.271 0.863 0.812
C39 -2.161 1.601 1.207
N9 -0.917 1.077 1.274
N10 -0.170 1.590 2.243
C40 0.990 0.907 2.295
O2 1.232 -0.020 1.395
C41 1.979 1.295 3.245
C42 3.328 0.964 3.023
C43 4.326 1.552 3.815
C44 3.997 2.338 4.920
C45 2.631 2.590 5.181
C46 1.676 2.060 4.373
H17 -4.163 -2.085 -0.658
H18 -6.525 -0.828 -0.453
H19 -6.621 1.499 0.182
H20 -4.457 2.574 1.003
H21 -2.391 2.584 1.512
H22 3.587 0.448 2.101
H23 5.355 1.430 3.585
H24 4.806 2.713 5.522
H25 2.381 3.105 6.151
H26 0.609 2.236 4.671
S1 0.404 -2.790 0.991
C47 -0.124 -2.753 2.682
N11 -1.436 -2.733 2.932
C48 -2.097 -2.774 4.233
C49 -1.043 -3.099 5.304
C50 0.301 -2.386 5.054
N12 0.721 -2.582 3.697
H27 -1.970 -2.672 2.074
H28 -2.869 -3.549 4.314
H29 -2.583 -1.834 4.498
H30 -0.841 -4.208 5.487
H31 -1.517 -2.674 6.258
H32 1.012 -2.731 5.820
H33 0.231 -1.264 5.147
H34 1.655 -2.317 3.400

## Properties
LUMO level (spin up / spin down): -4.236 / -4.229 eV
Charge: +1
Spin multiplicity: 1
Maximum force: 4.400 eV/Å
Energy: -3188.38276 a.u.
HOMO energy (spin up / spin down): -8.20 / -8.20 eV
Kohn-Sham gap (spin up / spin down): 3.96 / 3.97 eV
Molecular weight: 959.877 g mol⁻¹



This record from OMol25 describes C22H26N2O in the gas phase. The level of theory is ωB97M-V/def2-TZVPD.

CARTESIAN COORDINATES (ANGSTROEM)
O1 -0.284 -3.023 -1.386
C1 0.070 -2.773 -0.055
C2 0.994 -1.557 0.180
C3 1.142 -1.418 1.717
C4 1.915 -0.210 2.162
C5 1.267 0.998 2.397
C6 1.979 2.120 2.782
C7 3.352 2.052 2.945
C8 4.005 0.850 2.735
C9 3.291 -0.271 2.350
C10 2.370 -1.735 -0.473
C11 2.292 -1.667 -1.997
C12 1.554 -0.407 -2.440
N1 0.229 -0.381 -1.846
C13 -0.615 0.680 -2.387
C14 -2.024 0.520 -1.916
C15 -2.933 -0.388 -2.378
N2 -4.103 -0.281 -1.679
C16 -3.972 0.700 -0.740
C17 -4.873 1.170 0.208
C18 -4.450 2.179 1.045
C19 -3.161 2.713 0.946
C20 -2.266 2.254 0.007
C21 -2.665 1.233 -0.856
C22 0.339 -0.297 -0.397
H1 -0.422 -2.151 -1.804
H2 0.558 -3.683 0.311
H3 -0.846 -2.620 0.542
H4 1.632 -2.320 2.089
H5 0.140 -1.374 2.151
H6 0.194 1.058 2.282
H7 1.459 3.051 2.957
H8 3.908 2.928 3.244
H9 5.075 0.784 2.875
H10 3.808 -1.209 2.202
H11 2.804 -2.689 -0.168
H12 3.024 -0.933 -0.120
H13 1.767 -2.542 -2.377
H14 3.300 -1.660 -2.416
H15 1.447 -0.405 -3.528
H16 2.136 0.488 -2.150
H17 -0.582 0.598 -3.478
H18 -0.238 1.678 -2.105
H19 -2.825 -1.113 -3.162
H20 -4.924 -0.842 -1.829
H21 -5.868 0.757 0.284
H22 -5.123 2.567 1.796
H23 -2.869 3.500 1.625
H24 -1.272 2.673 -0.059
H25 -0.666 -0.189 0.019
H26 0.930 0.589 -0.107

## Properties
LUMO level: 0.806 eV
Spin multiplicity: 1
Maximum force: 0.597 eV/Å
Structure (SMILES): OC[C@@]1(Cc2ccccc2)CCCN(Cc2c[nH]c3ccccc23)C1
Energy: -1038.69815 a.u.
HOMO energy: -8.03 eV
Kohn-Sham gap: 8.84 eV
Molecular weight: 334.463 g mol⁻¹



Please write out number 1 again, unchanged.
This record from OMol25 describes C4HFO3 in the gas phase. The level of theory is ωB97M-V/def2-TZVPD.

CARTESIAN COORDINATES (ANGSTROEM)
O1 2.476 0.569 -0.016
C1 1.346 0.225 -0.014
O2 0.977 -1.130 0.004
C2 -0.398 -1.161 0.038
C3 -1.031 0.028 0.074
F1 -2.350 0.260 -0.043
C4 -0.011 1.060 0.042
O3 -0.119 2.235 0.006
H1 -0.891 -2.086 -0.091

## Properties
LUMO level: -1.317 eV
Spin multiplicity: 1
Maximum force: 1.427 eV/Å
Structure (SMILES): O=C1OC=C(F)C1=O
Energy: -478.56551 a.u.
HOMO energy: -10.53 eV
Kohn-Sham gap: 9.21 eV
Molecular weight: 116.047 g mol⁻¹